Record 1
58
Properties=species:S:1:pos:R:3:forces:R:3 method="wB97M-V/def2-TZVPD" e_homo_ev="-4.28 / -4.23" homo_lumo_gap_ha="0.2120 / 0.2016" charge=-1
Pd -1.145 1.595 -0.752 0.4 0.1 -0.8
Se -2.315 3.612 0.357 -0.1 0.3 0.2
Se -4.284 2.895 1.134 -0.1 -0.1 -0.1
Se -3.403 1.364 -2.279 0.0 0.1 0.0
Se -2.201 3.269 -2.070 0.1 -0.5 0.3
O 4.849 1.829 0.070 -0.1 -0.2 0.2
C 4.639 0.906 -0.837 0.0 0.0 0.0
O 5.477 0.077 -1.128 0.0 0.0 0.0
C 3.302 0.905 -1.502 0.0 0.0 -0.1
C 2.900 -0.030 -2.435 -0.1 0.0 0.1
Cl 3.697 -1.394 -3.075 0.0 0.0 0.0
N 1.628 0.253 -2.791 0.0 0.0 0.0
N 1.169 1.334 -2.136 0.0 -0.1 0.1
C 2.158 1.744 -1.363 0.0 0.0 0.0
C 1.913 2.954 -0.473 -0.1 0.0 0.1
O 2.897 3.358 0.205 -0.1 -0.2 0.1
O 0.767 3.420 -0.468 0.0 0.0 0.0
C 0.763 -0.466 -3.668 0.0 0.0 0.0
C 1.100 -0.625 -5.003 0.0 0.0 0.0
C 0.233 -1.308 -5.840 0.0 0.0 0.0
C -0.964 -1.810 -5.345 0.0 0.0 0.0
C -1.291 -1.635 -4.009 0.0 0.0 0.0
C -0.422 -0.969 -3.158 0.0 0.0 0.0
H 4.007 2.419 0.214 0.1 0.4 -0.3
H 2.027 -0.211 -5.375 0.0 0.0 0.0
H 0.486 -1.436 -6.885 0.0 0.0 0.0
H -1.645 -2.330 -6.006 0.0 0.0 0.0
H -2.230 -2.010 -3.623 0.0 0.0 0.0
H -0.652 -0.829 -2.109 0.0 0.0 0.0
C -2.288 -2.350 2.714 0.0 0.0 0.0
N -2.056 -1.312 1.733 0.0 0.0 0.0
C -3.257 -0.873 1.027 0.0 0.0 0.0
P -0.651 -0.452 1.624 -0.1 0.0 0.1
O -0.236 -0.205 0.204 -0.3 0.3 0.0
N -0.869 0.938 2.473 0.2 -0.2 0.1
C -1.943 1.190 3.412 0.0 0.1 0.1
C 0.252 1.869 2.560 0.0 0.0 0.0
N 0.541 -1.323 2.361 0.0 0.1 0.0
C 0.782 -1.274 3.787 0.0 0.0 0.0
C 1.460 -2.156 1.604 0.0 0.0 0.0
H -2.873 -1.987 3.569 0.0 0.0 0.0
H -1.345 -2.751 3.080 0.0 0.0 0.0
H -2.847 -3.168 2.252 0.0 0.0 0.0
H -4.058 -0.638 1.734 0.0 0.0 0.0
H -3.607 -1.657 0.350 0.0 0.0 0.0
H -3.071 0.024 0.440 0.0 0.0 0.0
H -2.761 0.490 3.264 0.0 0.0 0.0
H -2.340 2.195 3.253 0.0 -0.1 0.0
H -1.592 1.118 4.451 0.0 0.0 0.0
H 1.035 1.585 1.860 0.0 0.0 -0.1
H 0.673 1.870 3.573 0.0 0.0 0.0
H -0.064 2.878 2.296 0.0 0.0 0.0
H 0.034 -0.655 4.280 0.0 0.0 0.0
H 1.770 -0.856 4.002 0.0 0.0 0.0
H 0.735 -2.277 4.228 0.0 0.0 0.0
H 1.264 -2.046 0.541 0.0 0.0 0.0
H 1.357 -3.211 1.884 0.0 0.0 0.0
H 2.493 -1.848 1.795 0.0 0.0 0.0


Record 2
24
Properties=species:S:1:pos:R:3:forces:R:3 method="wB97M-V/def2-TZVPD" e_homo_ev="-15.06 / -15.06" homo_lumo_gap_ha="0.2060 / 0.2085" charge=+2
Ce 3.031 1.422 -0.112 0.1 -0.4 -2.5
I 3.099 -1.470 0.616 0.2 0.8 0.0
C 3.298 -1.723 -3.380 0.3 0.9 0.4
I 4.205 -0.014 -2.889 -0.2 -1.2 -0.6
H 3.049 -1.864 -4.425 0.1 0.0 0.0
H 2.693 -2.194 -2.615 0.0 0.0 0.0
S 3.198 2.350 -2.561 -0.3 -0.3 2.4
O 1.315 1.605 1.372 0.6 0.2 -0.1
C 0.614 0.840 0.657 -1.8 -1.1 -0.1
O 0.773 0.749 -0.594 0.7 0.5 0.4
C -0.440 -0.057 1.327 0.2 0.6 0.3
N -1.173 -0.837 0.259 0.4 0.2 -0.1
C -2.634 -0.469 0.328 -0.5 0.3 0.1
C -2.626 0.902 0.987 0.2 -0.1 0.1
C -1.522 0.768 2.043 -0.1 0.0 -0.1
H 0.090 -0.731 1.999 0.0 -0.1 -0.1
H -1.026 -1.841 0.340 0.1 0.0 0.0
H -0.748 -0.527 -0.625 -0.1 -0.2 -0.1
H -3.140 -1.198 0.958 0.1 -0.1 0.0
H -3.076 -0.489 -0.665 0.1 -0.1 0.0
H -3.591 1.138 1.427 0.0 0.0 0.0
H -2.380 1.682 0.263 0.0 0.0 0.0
H -1.882 0.231 2.919 0.0 0.0 0.0
H -1.127 1.727 2.371 0.0 0.0 0.1


Record 3
50
Properties=species:S:1:pos:R:3:forces:R:3 method="wB97M-V/def2-TZVPD" e_homo_ev="-13.52 / -14.03" spin_multiplicity=4 s_squared=4.0675 homo_lumo_gap_ha="0.2229 / 0.2146" charge=+2
Mn 0.663 0.547 -0.285 -1.2 -0.7 -0.4
C 1.918 -2.969 -1.008 3.2 -1.3 -0.7
C 2.746 -1.772 -1.282 1.7 1.2 -0.2
N 2.381 -0.524 -1.021 -0.9 0.2 0.0
C 3.320 0.412 -1.391 0.0 1.1 -0.3
C 4.456 -0.065 -1.935 -1.2 -2.3 0.8
S 4.371 -1.806 -1.951 -1.2 0.5 0.3
C 2.948 1.845 -1.294 -0.5 -0.4 0.2
C 3.733 2.913 -1.536 -0.3 0.2 0.0
S 2.828 4.372 -1.455 -0.9 -1.0 0.1
C 1.373 3.475 -1.093 1.0 -0.1 0.4
N 1.610 2.153 -0.986 0.4 1.3 -0.3
C 0.051 4.188 -0.867 0.9 0.8 -4.0
H 1.047 -2.842 -1.543 -2.2 0.0 -0.9
H 1.784 -3.067 0.038 -0.4 -0.2 0.9
H 2.450 -3.900 -1.380 -0.7 1.1 0.4
H 5.319 0.407 -2.264 1.2 0.9 -0.6
H 4.779 2.891 -1.768 0.2 0.2 -0.1
H 0.183 5.265 -0.582 -0.1 -1.1 -0.3
H -0.465 3.638 -0.167 -1.5 -1.0 1.7
H -0.545 4.102 -1.922 1.3 0.5 2.6
S -2.784 -0.444 -2.862 -0.1 -0.1 0.1
C -2.088 0.942 -3.523 0.4 1.1 0.0
C -1.030 1.500 -2.804 -0.6 0.0 -1.0
C -0.870 0.697 -1.652 1.6 -0.4 1.0
C -1.699 -0.413 -1.540 -0.1 1.8 -2.1
C -1.464 -1.416 -0.595 -0.1 -0.8 0.8
C -2.251 -2.504 -0.278 -0.6 -1.5 0.5
C -1.991 -3.249 0.873 1.6 1.1 0.5
C -0.872 -2.830 1.675 -1.5 -1.1 -1.4
C -0.048 -1.849 1.161 -0.2 -1.7 1.6
N -0.346 -1.191 0.078 1.0 1.6 0.1
H -2.566 1.381 -4.381 0.1 0.0 -0.3
H -0.458 2.407 -3.210 -0.9 -1.7 1.0
H -3.064 -2.814 -0.913 -0.3 0.2 -0.2
H -2.556 -4.128 1.195 0.0 0.5 -0.4
H -0.678 -3.425 2.543 0.5 0.1 0.4
H 0.908 -1.678 1.621 0.3 0.4 0.2
C -3.691 -0.173 1.442 -1.5 -0.4 -0.3
S -3.777 0.220 3.121 1.1 0.7 2.2
C -2.111 0.059 3.695 0.6 0.5 -0.1
C -0.851 0.520 3.162 -0.1 -0.2 -0.8
S -0.647 1.447 1.722 0.0 -0.1 0.0
S 0.615 0.197 4.107 -0.7 0.5 -1.4
C -0.123 -0.419 5.484 -2.2 -0.5 1.4
S 0.533 -0.744 6.912 0.0 -0.1 -0.3
S -2.006 -0.607 5.245 1.7 0.0 0.3
H -4.637 0.218 1.029 0.4 -0.6 -0.1
H -3.519 -1.223 1.408 -0.7 -0.8 -0.5
H -2.879 0.255 0.976 1.6 1.4 -1.1


Record 4
54
Properties=species:S:1:pos:R:3:forces:R:3 method="wB97M-V/def2-TZVPD" e_homo_ev=-8.21 de_lowest_kj_mol=150.7 homo_lumo_gap_ha=0.3290
C 5.433 0.836 1.525 0.2 0.0 -0.3
H 6.099 0.176 2.076 0.1 -0.1 0.1
H 5.753 1.861 1.693 0.0 0.1 0.1
H 4.427 0.730 1.925 -0.1 0.0 0.1
C 5.462 0.514 0.032 -0.2 -0.1 0.0
C 4.483 1.401 -0.732 0.2 -0.1 0.0
H 4.739 2.450 -0.604 0.0 0.1 0.0
H 3.469 1.252 -0.367 -0.1 0.0 0.0
H 4.501 1.166 -1.794 -0.1 0.0 -0.1
C 5.160 -0.972 -0.224 0.3 0.2 -0.3
N 3.843 -1.353 0.213 0.0 0.0 0.5
C 2.825 -1.638 -0.602 0.1 0.0 -0.1
O 2.862 -1.706 -1.819 0.0 0.0 -0.1
C 1.526 -1.866 0.177 -0.3 -0.2 -0.1
O 1.482 -1.766 1.393 0.0 0.1 0.1
N 0.508 -2.184 -0.629 0.1 -0.2 -0.3
H 0.718 -2.138 -1.620 0.1 0.0 0.1
C -0.864 -2.192 -0.200 -0.2 0.2 0.1
H -1.378 -3.070 -0.599 0.0 0.1 0.1
H -0.847 -2.255 0.888 -0.1 -0.1 -0.1
C -1.586 -0.920 -0.690 0.2 -0.1 0.2
N -0.763 0.251 -0.405 -0.1 0.0 -0.1
C -1.093 1.415 -1.206 0.3 0.3 0.1
H -1.165 1.123 -2.256 0.0 0.0 0.0
C 0.032 2.440 -1.048 -0.2 -0.1 -0.3
O 0.197 2.819 0.297 -0.1 0.2 0.1
C 0.461 1.691 1.096 -0.1 -0.3 0.3
C -0.647 0.643 0.988 0.2 0.3 0.1
H -0.361 -0.217 1.592 0.0 0.0 0.1
H -1.588 1.069 1.375 0.1 0.0 0.0
H 0.550 2.053 2.121 0.0 -0.1 0.0
H 1.412 1.229 0.789 0.0 0.0 0.1
H -0.195 3.353 -1.600 0.0 -0.1 0.0
H 0.967 2.002 -1.430 -0.1 0.0 0.0
H -2.048 1.872 -0.895 0.0 0.0 -0.1
C -3.011 -0.814 -0.183 0.0 -0.1 -0.1
C -3.340 -1.043 1.146 0.1 -0.1 -0.2
C -4.636 -0.875 1.628 -0.4 0.1 0.0
C -5.592 -0.465 0.733 0.3 0.1 -0.5
C -5.274 -0.229 -0.605 0.0 -0.1 0.6
C -3.999 -0.395 -1.083 -0.3 0.0 0.0
H -3.773 -0.209 -2.120 0.1 0.0 -0.2
O -6.401 0.163 -1.278 0.5 -0.1 -0.2
C -7.439 0.168 -0.322 -1.2 0.3 -0.2
O -6.926 -0.226 0.932 0.3 -0.2 0.3
H -7.864 1.182 -0.244 0.2 -0.2 0.0
H -8.230 -0.533 -0.633 0.2 0.1 0.1
H -4.881 -1.057 2.661 0.0 0.0 0.2
H -2.582 -1.362 1.842 0.1 0.0 0.1
H -1.622 -0.981 -1.786 0.0 0.0 0.1
H 3.618 -1.323 1.200 -0.1 -0.1 -0.2
H 5.205 -1.181 -1.296 0.1 0.0 0.1
H 5.901 -1.593 0.292 0.0 0.0 -0.1
H 6.474 0.700 -0.346 0.0 -0.1 0.0


Record 5
19
Properties=species:S:1:pos:R:3:forces:R:3 method="wB97M-V/def2-TZVPD" e_homo_ev=-9.49 de_lowest_kj_mol=138.5 homo_lumo_gap_ha=0.3712
O -1.663 -0.427 -0.806 0.7 1.3 0.8
C -0.466 -0.606 -0.916 -2.3 -2.6 -1.5
O -0.146 -1.755 -1.575 1.4 0.1 0.2
C 0.651 0.226 -0.426 2.7 1.0 -0.7
C 0.619 0.436 1.097 -0.4 0.8 0.0
C 0.298 -0.791 1.973 0.0 1.3 -1.1
N 1.994 -0.213 -0.902 -2.6 -1.2 -0.4
H -0.965 -2.241 -1.790 0.2 0.6 0.3
H 0.649 1.152 -1.036 -1.1 0.1 0.9
H 1.604 0.792 1.385 0.3 0.0 -0.2
H -0.025 1.304 1.346 -0.1 -0.7 -0.1
H 0.999 -1.605 1.787 -0.5 -0.3 -0.2
H -0.773 -0.972 1.920 0.1 -0.8 -0.1
H 0.521 -0.424 2.938 0.0 0.0 1.4
H 2.677 0.493 -0.891 0.9 0.5 0.4
H 2.223 -1.132 -0.600 0.7 -0.3 0.2
H -2.785 1.253 -1.576 -0.5 0.4 0.7
H -2.291 2.505 -0.889 -0.9 -0.3 0.0
O -3.122 2.004 -1.040 1.2 0.1 -0.6


Record 6
50
Properties=species:S:1:pos:R:3:forces:R:3 method="wB97M-V/def2-TZVPD" e_homo_ev=-7.72 de_lowest_kj_mol=47.9 homo_lumo_gap_ha=0.3005
C 4.531 -1.781 2.981 0.2 -0.1 0.2
N 3.790 -1.159 1.896 0.0 -0.2 0.2
C 4.438 -0.172 1.171 0.1 0.1 -0.1
O 5.575 0.172 1.426 0.3 0.1 0.0
N 3.729 0.409 0.139 0.0 0.0 0.0
C 2.457 0.006 -0.118 -0.9 -1.0 0.6
C 1.842 -0.980 0.632 0.6 0.5 -0.2
C 2.490 -1.647 1.705 -0.2 0.2 -0.3
O 2.039 -2.535 2.411 0.0 -0.1 0.1
N 0.574 -1.120 0.083 0.1 0.3 -0.2
C 0.511 -0.220 -0.931 0.2 -0.3 0.3
N 1.633 0.476 -1.082 0.2 0.3 -0.2
N -0.571 -0.101 -1.729 -0.3 -0.3 0.1
H -1.434 -0.494 -1.385 0.1 0.1 0.1
C -0.678 0.980 -2.682 -0.1 0.2 -0.4
C -1.278 0.487 -3.995 0.3 -0.2 0.1
C -0.385 -0.559 -4.668 0.0 0.3 0.3
O -0.973 -1.111 -5.821 -0.2 -0.1 -0.4
H -1.126 -0.407 -6.462 0.0 -0.1 0.0
H -0.225 -1.400 -3.991 0.1 0.1 0.0
H 0.592 -0.114 -4.902 0.0 -0.1 0.1
H -2.260 0.045 -3.811 -0.1 0.0 -0.1
H -1.413 1.340 -4.664 -0.1 0.0 0.0
H 0.334 1.358 -2.837 -0.1 0.1 0.0
H -1.298 1.791 -2.277 0.2 0.0 0.0
C -0.443 -2.030 0.540 -0.2 -0.3 0.1
C -1.677 -1.356 1.064 0.1 0.2 0.0
C -1.790 -0.054 1.318 0.3 -0.4 -0.2
C -2.968 0.640 1.820 -0.4 0.3 0.2
C -2.921 2.030 1.941 0.1 -0.2 0.0
C -4.009 2.742 2.406 -0.1 0.1 0.1
C -5.171 2.079 2.763 0.0 0.1 0.0
C -5.233 0.699 2.650 -0.1 -0.1 0.0
C -4.146 -0.014 2.184 0.1 0.1 0.0
H -4.212 -1.089 2.111 0.0 -0.1 0.0
H -6.136 0.176 2.930 -0.1 0.0 0.0
H -6.023 2.632 3.128 -0.1 0.0 0.0
H -3.952 3.817 2.493 0.0 0.1 0.0
H -2.016 2.554 1.666 0.1 0.0 0.0
H -0.937 0.591 1.138 0.1 0.0 -0.1
H -2.496 -2.037 1.242 -0.2 0.0 0.0
H 0.011 -2.629 1.339 -0.1 0.0 -0.2
H -0.717 -2.713 -0.276 0.0 0.0 0.1
C 4.341 1.437 -0.673 0.2 0.2 -0.1
H 4.445 1.085 -1.699 0.0 0.1 0.0
H 3.712 2.327 -0.666 0.0 0.0 0.0
H 5.319 1.656 -0.250 -0.1 0.0 -0.1
H 4.623 -2.850 2.793 0.0 0.0 0.1
H 3.989 -1.640 3.917 0.1 -0.1 0.0
H 5.512 -1.317 3.034 -0.1 -0.1 0.0


Record 7
50
Properties=species:S:1:pos:R:3:forces:R:3 method="wB97M-V/def2-TZVPD" e_homo_ev=-8.57 de_lowest_kj_mol=78.2 homo_lumo_gap_ha=0.2911
Pb -13.138 1.923 11.756 -0.1 -0.1 0.9
O -14.030 2.168 18.310 0.5 -0.3 -0.3
C -13.778 2.215 16.969 -0.3 -0.5 -0.1
C -14.166 3.290 16.170 -0.1 1.2 -1.4
C -14.016 3.167 14.759 0.7 0.1 0.9
N -13.532 2.040 14.221 -0.8 1.3 -0.5
C -13.184 1.037 14.980 1.5 -0.5 1.5
C -13.201 1.080 16.386 -1.1 0.8 -1.1
C -12.481 -0.077 14.266 -0.3 -2.0 -2.6
O -12.014 -1.018 14.892 0.0 0.9 -0.2
O -12.526 -0.029 12.909 0.3 0.7 2.4
C -14.189 4.312 13.754 -1.3 2.8 -1.4
O -14.546 5.452 14.161 1.1 -3.2 -0.6
O -13.990 4.029 12.458 0.1 -0.4 2.6
H -13.800 2.997 18.725 -0.1 0.5 0.2
H -14.546 4.271 16.564 0.3 -1.2 -0.4
H -12.870 0.260 16.986 0.2 -0.4 0.1
C -8.121 0.369 14.492 1.3 0.0 2.4
Si -8.132 -0.369 12.844 0.1 -1.4 -0.9
C -6.327 -0.385 12.157 -0.5 -0.1 0.6
C -9.116 -2.017 12.806 -0.3 -0.1 0.9
C -9.189 0.710 11.763 -2.4 0.5 -1.0
Te -9.925 2.661 12.386 1.0 0.7 -1.1
C -8.972 3.826 10.624 -1.8 -0.3 0.6
Si -10.230 3.936 9.165 1.2 -0.1 0.2
C -11.991 4.270 9.723 0.3 0.8 -0.2
C -10.065 2.309 8.272 0.9 0.1 0.2
C -9.517 5.335 8.089 0.6 -1.5 -0.2
H -7.568 -0.191 15.289 -0.2 -0.1 -0.8
H -9.086 0.460 14.970 -0.6 0.4 -0.2
H -7.576 1.321 14.506 -0.4 0.1 -0.2
H -5.633 -0.851 12.878 -0.3 0.0 -0.4
H -6.024 0.658 12.113 0.0 0.3 0.0
H -6.172 -0.797 11.155 -0.2 -0.1 0.2
H -8.517 -2.874 13.131 0.1 0.1 -0.1
H -9.536 -2.265 11.832 0.2 0.1 -0.3
H -10.018 -2.037 13.488 0.9 0.5 -0.5
H -10.251 0.264 11.747 1.7 0.0 -0.3
H -8.843 0.849 10.714 -0.3 -0.2 0.7
H -8.157 3.165 10.328 0.2 0.3 0.2
H -8.662 4.836 10.943 0.1 -0.7 0.2
H -12.772 3.754 9.170 0.0 -0.4 0.0
H -12.246 5.330 9.602 0.2 0.0 0.1
H -12.061 4.078 10.791 -0.2 0.1 0.0
H -10.193 1.414 8.888 0.4 0.1 0.1
H -9.101 2.310 7.692 -1.0 -0.3 0.5
H -10.911 2.268 7.634 -0.7 -0.1 -1.3
H -9.261 6.121 8.789 0.4 0.4 -0.1
H -10.305 5.691 7.467 -0.6 0.5 -0.7
H -8.657 5.003 7.409 -1.1 0.6 1.2


Record 8
11
Properties=species:S:1:pos:R:3:forces:R:3 method="wB97M-V/def2-TZVPD" e_homo_ev=-8.44 de_lowest_kj_mol=254.7 homo_lumo_gap_ha=0.3240
C -1.263 -0.205 -0.494 2.0 1.7 -0.2
C 1.442 -0.680 -0.931 1.5 0.4 -2.3
O 0.898 0.242 1.654 -0.3 0.1 -0.4
P 0.351 0.573 -1.110 -0.1 -1.2 0.2
I 1.042 -2.687 -0.463 0.4 0.3 0.1
H -2.027 0.352 -0.980 -1.0 0.3 -0.2
H -1.206 0.011 0.560 -0.5 -0.1 0.4
H -1.273 -1.240 -0.696 -0.3 -1.1 -0.2
H 2.484 -0.545 -1.453 -2.0 -0.3 1.4
H 0.386 -0.049 2.399 0.0 -0.1 0.8
H 1.730 0.597 1.954 0.3 0.1 0.4


Calculated E_tot (eV), listed in the same order as above: -322388.6621, -51933.7393, -144508.6077, -34849.4341, -11958.6737, -33670.7189, -55986.3091, -21606.5213